(1)
The following is a quantum chemistry calculation of a molecular structure, C45H46Br2ClN4O2PSeV, from the OMol25 dataset.

Multiplicity: 2
ΔE to the lowest compared entry with this formula, charge and spin (kJ/mol): 0.0
Kohn-Sham gap (spin up / spin down) (eV): 6.373 / 5.473
HOMO energy (spin up / spin down) (eV): -6.07 / -5.17
Total charge: 0

```
103
Properties=species:S:1:pos:R:3:lowdin_charge:R:1
V -1.1437 1.5866 -0.0351 0.444
N -3.9371 -0.4013 2.3640 0.198
C -2.9240 0.3559 1.9145 -0.508
O -3.0151 0.9148 0.8089 -0.095
C -1.6986 0.5366 2.7577 -0.217
C -0.4751 0.6600 1.8433 -0.257
H -4.7481 -0.5313 1.7821 0.117
H -3.8606 -0.8974 3.2322 0.108
H -1.6559 -0.2462 3.5263 0.104
H -1.8678 1.4802 3.2915 0.112
H -0.0607 -0.3357 1.6443 0.021
H 0.3008 1.2337 2.3608 0.030
Br 2.3765 3.2745 -3.2971 0.789
C 1.5414 1.5814 -3.1695 -0.589
C 1.9235 0.5805 -4.0791 -0.171
C 1.4211 -0.6819 -3.9764 -0.628
Br 2.0081 -2.0087 -5.2008 0.748
C 0.4824 -1.0077 -2.9684 -0.216
C -0.1027 -2.2788 -2.7784 -0.055
C -0.9824 -2.4590 -1.7483 -0.050
C -1.3194 -1.3746 -0.9236 -0.109
N -0.8194 -0.1675 -1.0943 0.022
C 0.1044 0.0196 -2.0832 -0.192
C 0.6841 1.3346 -2.1137 -0.435
O 0.3283 2.2010 -1.2045 -0.233
H 2.6363 0.8254 -4.8540 0.094
H 0.1623 -3.0913 -3.4410 0.077
H -1.4391 -3.4222 -1.5628 0.105
H -2.0405 -1.4921 -0.1232 0.111
Cl -1.3371 3.7176 1.2190 0.807
C -2.8145 4.5505 0.7171 -0.560
C -3.2161 5.6297 1.4880 -0.102
C -4.3513 6.3298 1.1163 -0.075
C -5.0582 5.9552 -0.0194 -0.073
C -4.6310 4.8762 -0.7735 -0.085
C -3.5047 4.1351 -0.4104 -0.335
P -2.8512 2.7408 -1.4206 1.067
C -2.5045 3.6294 -2.9759 -0.327
C -1.2369 4.1877 -3.1298 -0.088
C -0.9366 4.9257 -4.2659 -0.081
C -1.8920 5.1045 -5.2554 -0.082
C -3.1526 4.5408 -5.1113 -0.082
C -3.4598 3.8070 -3.9755 -0.092
C -4.3118 1.7284 -1.8197 -0.364
C -4.1210 0.7462 -2.7939 -0.099
C -5.1264 -0.1585 -3.0908 -0.077
C -6.3333 -0.1078 -2.4031 -0.091
C -6.5216 0.8493 -1.4182 -0.087
C -5.5152 1.7624 -1.1250 -0.093
H -2.6402 5.9144 2.3579 0.105
H -4.6786 7.1744 1.7083 0.107
H -5.9369 6.5103 -0.3203 0.106
H -5.1744 4.6008 -1.6696 0.109
H -0.4790 4.0189 -2.3743 0.076
H 0.0549 5.3428 -4.3825 0.090
H -1.6515 5.6741 -6.1440 0.102
H -3.8981 4.6687 -5.8859 0.102
H -4.4432 3.3642 -3.8746 0.101
H -3.1716 0.6864 -3.3165 0.113
H -4.9644 -0.9093 -3.8536 0.104
H -7.1200 -0.8149 -2.6327 0.100
H -7.4564 0.8910 -0.8730 0.101
H -5.6711 2.4930 -0.3416 0.101
C 5.4839 -5.7393 -0.5522 -0.102
C 5.4126 -4.2223 -0.7000 -0.251
C 4.1414 -3.7177 -1.3753 -0.206
C 2.8467 -3.9491 -0.5965 -0.146
N 2.8779 -3.4361 0.7691 -0.018
C 2.8555 -2.1098 1.0882 -0.673
Se 2.7861 -0.7098 -0.0710 0.790
N 2.8557 -2.0289 2.4482 -0.024
C 2.8557 -0.7907 3.2055 -0.178
C 4.2647 -0.3565 3.5866 -0.186
C 4.2560 0.8669 4.5005 -0.256
C 3.8846 0.5322 5.9419 -0.113
C 2.8581 -3.2982 2.9973 -0.148
C 2.8481 -3.7268 4.3140 -0.007
C 2.8140 -5.0966 4.5360 -0.092
C 2.7859 -5.9987 3.4735 -0.091
C 2.8034 -5.5653 2.1541 -0.018
C 2.8529 -4.1985 1.9304 -0.142
H 6.4887 -6.0626 -0.2780 0.070
H 5.2213 -6.2350 -1.4904 0.076
H 4.8093 -6.1061 0.2199 0.045
H 6.2653 -3.8799 -1.2903 0.107
H 5.5179 -3.7449 0.2793 0.106
H 4.0227 -4.2085 -2.3468 0.116
H 4.2269 -2.6488 -1.5701 0.060
H 2.6090 -5.0114 -0.5268 0.117
H 2.0239 -3.4501 -1.1107 0.098
H 2.2249 -0.9428 4.0838 0.121
H 2.3816 -0.0369 2.5775 0.069
H 4.8091 -0.1442 2.6638 0.109
H 4.7814 -1.1863 4.0816 0.115
H 3.5582 1.6083 4.0990 0.110
H 5.2405 1.3383 4.4805 0.105
H 2.9172 0.0290 6.0032 0.061
H 3.8222 1.4301 6.5573 0.068
H 4.6296 -0.1289 6.3897 0.073
H 2.8656 -3.0228 5.1355 0.109
H 2.8058 -5.4707 5.5509 0.101
H 2.7506 -7.0601 3.6794 0.101
H 2.7724 -6.2747 1.3396 0.101
```

=====

(2)
The following is a quantum chemistry calculation of a molecular structure, C45H46BrIN9O4 at a distorted geometry, from the OMol25 dataset.

ΔE to the lowest compared entry with this formula, charge and spin (kJ/mol): 0.0
Kohn-Sham gap (eV): 6.203
HOMO energy (eV): -4.59
Total charge: -1

```
106
Properties=species:S:1:pos:R:3:lowdin_charge:R:1
C 3.2507 6.3395 2.1429 -0.144
C 2.9831 5.1565 1.1035 -0.628
Br 3.0372 3.3618 2.0388 0.626
C 1.7269 5.3444 0.1406 -0.221
N 0.4661 5.8151 0.7359 0.005
C 0.3432 7.2714 0.8748 -0.592
O -0.3625 7.7001 1.8630 -0.076
O 0.9248 8.1991 0.0409 -0.181
C -0.0262 5.0545 1.8757 -0.530
O 0.3721 5.0912 3.0555 0.024
O -1.1637 4.1846 1.6185 -0.630
I -0.5447 2.3330 1.1297 0.944
H 2.6440 6.2910 3.1024 0.076
H 4.3730 6.3039 2.4247 0.074
H 3.1235 7.3453 1.5876 0.098
H 3.9128 5.1251 0.4171 0.094
H 1.5279 4.3358 -0.3892 0.099
H 2.0461 6.0596 -0.7084 0.141
N 5.4189 -0.3629 1.8303 0.060
C 5.5712 0.8348 2.4194 -0.158
C 6.6695 1.1796 3.1917 -0.068
C 7.6684 0.2343 3.3716 -0.091
C 7.5353 -1.0119 2.7756 -0.091
C 6.4010 -1.2582 2.0192 -0.166
H 4.7625 1.5402 2.2527 -0.020
H 6.7409 2.1622 3.6411 0.103
H 8.5427 0.4661 3.9704 0.101
H 8.2956 -1.7740 2.8955 0.094
H 6.2530 -2.2162 1.5303 0.093
N -1.3790 0.9892 -2.2256 0.043
C -0.7531 -0.1156 -2.6621 -0.155
C -1.2420 -0.9314 -3.6700 -0.082
C -2.4497 -0.5913 -4.2612 -0.087
C -3.1191 0.5445 -3.8283 -0.077
C -2.5450 1.2964 -2.8160 -0.152
H 0.1855 -0.3413 -2.1666 0.100
H -0.6927 -1.8103 -3.9839 0.090
H -2.8659 -1.2058 -5.0526 0.086
H -4.0643 0.8390 -4.2674 0.099
H -3.0277 2.1953 -2.4451 0.105
N -0.2893 -3.3974 -1.1356 0.060
C 0.6075 -4.3951 -1.1943 -0.153
C 0.3102 -5.7187 -0.9118 -0.089
C -0.9891 -6.0340 -0.5427 -0.080
C -1.9363 -5.0224 -0.4721 -0.079
C -1.5391 -3.7303 -0.7777 -0.153
H 1.6104 -4.0976 -1.4844 0.096
H 1.0726 -6.4809 -0.9779 0.067
H -1.2614 -7.0585 -0.3123 0.102
H -2.9597 -5.2325 -0.1869 0.099
H -2.2441 -2.9055 -0.7405 0.104
N -3.7900 -1.7920 -7.9297 0.054
C -4.6878 -1.1705 -8.7108 -0.159
C -4.3835 -0.0969 -9.5316 -0.082
C -3.0762 0.3678 -9.5465 -0.082
C -2.1283 -0.2547 -8.7476 -0.065
C -2.5321 -1.3236 -7.9642 -0.159
H -5.6965 -1.5681 -8.6620 0.099
H -5.1488 0.3646 -10.1433 0.098
H -2.7987 1.2071 -10.1750 0.104
H -1.0992 0.0818 -8.7338 0.104
H -1.8269 -1.8453 -7.3257 0.077
N 2.5043 -7.1532 0.6023 0.047
C 3.5723 -6.3623 0.4126 -0.135
C 4.8613 -6.7033 0.7888 -0.068
C 5.0628 -7.9316 1.4010 -0.081
C 3.9763 -8.7684 1.6113 -0.077
C 2.7273 -8.3369 1.1953 -0.142
H 3.3633 -5.4110 -0.0667 0.100
H 5.6864 -6.0257 0.6082 0.102
H 6.0571 -8.2341 1.7112 0.105
H 4.0970 -9.7338 2.0868 0.100
H 1.8474 -8.9570 1.3344 0.104
N 0.9238 -2.7430 -7.6939 0.059
C 0.3458 -3.7780 -7.0585 -0.154
C 0.6166 -5.1065 -7.3450 -0.072
C 1.5328 -5.3887 -8.3470 -0.085
C 2.1426 -4.3407 -9.0200 -0.080
C 1.8078 -3.0462 -8.6576 -0.153
H -0.3662 -3.5072 -6.2853 0.093
H 0.1228 -5.9002 -6.7986 0.103
H 1.7698 -6.4162 -8.6008 0.104
H 2.8623 -4.5248 -9.8079 0.099
H 2.2612 -2.1934 -9.1527 0.102
N -3.2004 3.0219 6.3172 0.032
C -2.5540 2.9294 7.4914 -0.182
C -1.2707 3.4045 7.7048 -0.086
C -0.6092 4.0088 6.6444 -0.066
C -1.2509 4.1168 5.4194 -0.041
C -2.5373 3.6129 5.3084 -0.125
H -3.1108 2.4465 8.2889 0.096
H -0.7995 3.3045 8.6751 0.094
H 0.3974 4.3923 6.7718 0.108
H -0.7632 4.5826 4.5693 0.073
H -3.0821 3.6766 4.3720 0.108
N -8.0031 5.0496 9.6318 0.039
C -6.8504 5.7229 9.4867 -0.163
C -5.7819 5.2695 8.7296 -0.069
C -5.9058 4.0469 8.0856 -0.073
C -7.0858 3.3290 8.2199 -0.073
C -8.0973 3.8704 8.9968 -0.168
H -6.8003 6.6715 10.0117 0.097
H -4.8759 5.8569 8.6457 0.103
H -5.0908 3.6571 7.4844 0.065
H -7.2166 2.3712 7.7317 0.100
H -9.0401 3.3486 9.1292 0.095
```

=====

(3)
The following is a quantum chemistry calculation of a molecular structure, C45H46Cl5InN7O2SSi, from the OMol25 dataset.

ΔE to the lowest compared entry with this formula, charge and spin (kJ/mol): 0.0
Kohn-Sham gap (eV): 8.043
HOMO energy (eV): -9.76
Total charge: +1

```
108
Properties=species:S:1:pos:R:3:lowdin_charge:R:1
In -0.4048 -0.1116 -0.2322 0.887
C -3.3259 2.2932 0.3213 -0.120
N -3.1443 1.0257 -0.3772 -0.167
C -4.2043 0.1042 0.0212 -0.137
C -3.9850 -1.3386 -0.3633 -0.288
C -5.0897 -2.1710 -0.4995 -0.027
C -4.8897 -3.5193 -0.7412 -0.062
C -3.5915 -3.9883 -0.8566 -0.059
C -2.5509 -3.0843 -0.7294 -0.155
N -2.7382 -1.7860 -0.4794 0.067
C -3.1651 1.1595 -1.8391 -0.133
C -2.1616 2.1510 -2.3560 -0.274
C -2.5549 3.3741 -2.8794 -0.009
C -1.5838 4.2673 -3.3052 -0.039
C -0.2518 3.9101 -3.1865 -0.040
C 0.0496 2.6624 -2.6627 -0.150
N -0.8770 1.7956 -2.2687 0.075
C -2.0825 3.1345 0.5051 -0.267
C -2.1748 4.5220 0.5152 -0.016
C -1.0424 5.2689 0.7839 -0.049
C 0.1547 4.6094 1.0209 -0.052
C 0.1571 3.2266 0.9787 -0.139
N -0.9367 2.5032 0.7402 0.066
H -3.6718 2.0526 1.3297 0.126
H -4.1150 2.9045 -0.1422 0.135
H -5.1787 0.4285 -0.3776 0.136
H -4.2799 0.1304 1.1097 0.103
H -6.0889 -1.7637 -0.4175 0.117
H -5.7338 -4.1881 -0.8488 0.113
H -3.3794 -5.0282 -1.0606 0.111
H -1.5201 -3.4010 -0.8473 0.066
H -4.1707 1.4374 -2.1895 0.138
H -2.9281 0.1758 -2.2478 0.088
H -3.6063 3.6190 -2.9513 0.121
H -1.8650 5.2257 -3.7204 0.115
H 0.5386 4.5731 -3.5090 0.112
H 1.0785 2.3290 -2.5727 0.080
H -3.1216 5.0041 0.3110 0.119
H -1.0912 6.3496 0.8037 0.113
H 1.0636 5.1564 1.2293 0.105
H 1.0681 2.6576 1.1302 0.079
C 5.0081 3.6610 -1.1907 -0.125
C 4.0313 2.9772 -0.2448 -0.385
S 3.4025 1.4335 -0.9461 0.873
O 2.2825 0.9817 -0.0513 -0.665
C 4.7987 0.3390 -0.5641 -0.363
C 4.9417 0.0598 0.9234 -0.121
H 5.3629 4.5922 -0.7521 0.082
H 4.5348 3.8941 -2.1440 0.076
H 5.8821 3.0414 -1.3901 0.068
H 3.1294 3.5744 -0.1000 0.076
H 4.4649 2.7666 0.7323 0.086
H 5.6862 0.7888 -1.0105 0.085
H 4.5712 -0.5723 -1.1201 0.082
H 5.4271 0.8786 1.4526 0.074
H 5.5524 -0.8298 1.0743 0.074
H 3.9610 -0.1077 1.3715 0.055
C -3.9164 -1.3493 3.2817 -0.086
C -3.4807 -2.6276 2.9671 -0.073
C -2.1220 -2.8832 2.8534 -0.098
C -1.1804 -1.8653 3.0228 -0.268
C -1.6400 -0.5755 3.3123 -0.094
C -2.9958 -0.3222 3.4495 -0.086
Si 0.6198 -2.2932 3.0495 0.654
C 1.6620 -1.1719 4.0967 -0.261
C 1.8911 0.1511 3.7010 -0.099
C 2.7259 0.9772 4.4358 -0.076
C 3.3539 0.4923 5.5764 -0.075
C 3.1511 -0.8201 5.9742 -0.076
C 2.3116 -1.6452 5.2371 -0.096
H -4.9743 -1.1552 3.4061 0.112
H -4.1954 -3.4284 2.8303 0.111
H -1.7928 -3.8923 2.6315 0.104
H -0.9391 0.2369 3.4635 0.097
H -3.3340 0.6735 3.7088 0.109
H 0.7737 -3.7145 3.4313 0.044
H 1.4441 0.5323 2.7875 0.090
H 2.8882 1.9997 4.1194 0.104
H 4.0031 1.1376 6.1532 0.107
H 3.6465 -1.2016 6.8570 0.107
H 2.1581 -2.6681 5.5613 0.100
C 3.7661 -3.3379 1.7799 -0.004
N 2.9091 -3.4635 0.6070 -0.037
C 3.3429 -4.1855 -0.4886 -0.049
C 2.5523 -4.3939 -1.5442 0.003
C 1.1797 -3.8938 -1.5211 -0.456
N 0.8345 -3.0764 -0.4411 0.166
C 1.6550 -2.9155 0.5308 -0.440
O 1.3374 -2.1137 1.5394 -0.173
N 0.2707 -4.1285 -2.3888 0.125
H 4.8044 -3.3253 1.4541 0.092
H 3.6211 -4.1773 2.4618 0.103
H 3.5552 -2.4101 2.3028 0.075
H 4.3582 -4.5516 -0.4278 0.130
H 2.9132 -4.9438 -2.4008 0.111
H 0.6266 -4.7318 -3.1249 0.056
H -0.8897 -2.1600 -3.0485 0.073
Cl 1.5265 -0.7439 -3.1803 0.713
C 0.0889 -0.5822 -4.1176 -0.671
C -0.9963 -1.3687 -3.7847 -0.139
C -2.2060 -1.1557 -4.4218 -0.673
Cl -3.5622 -2.1080 -3.9467 0.758
C -2.3363 -0.1710 -5.3970 -0.706
Cl -3.8496 0.1067 -6.1561 0.707
C -1.2192 0.5879 -5.7541 -0.698
Cl -1.3573 1.7929 -6.9677 0.710
C 0.0023 0.3823 -5.1148 -0.706
Cl 1.3729 1.3314 -5.5358 0.715
```

=====

(4)
The following is a quantum chemistry calculation of a molecular structure, C45H46N4O3PdS, from the OMol25 dataset.

Multiplicity: 5
ΔE to the lowest compared entry with this formula, charge and spin (kJ/mol): 0.0
Kohn-Sham gap (spin up / spin down) (eV): 6.167 / 4.829
HOMO energy (spin up / spin down) (eV): -6.46 / -7.67
Total charge: 0

```
100
Properties=species:S:1:pos:R:3:lowdin_charge:R:1
Pd -0.2465 -0.2330 0.1936 1.012
O 1.8256 -0.7351 -0.1459 -0.239
C 2.9298 -0.0614 -0.3792 -0.335
C 3.4458 0.0260 -1.6787 -0.019
C 4.6110 0.7151 -1.9586 -0.086
C 5.3231 1.3498 -0.9333 -0.106
C 4.8633 1.2657 0.3553 -0.047
C 3.6788 0.5531 0.6838 -0.148
C 3.3228 0.4840 2.0309 0.013
N 2.1394 -0.1888 2.5239 -0.057
N 1.5299 0.6615 3.5169 0.136
C 0.3102 1.0184 3.1980 -0.448
O -0.3524 0.7428 2.1535 -0.137
C -0.3920 1.8300 4.2423 -0.140
C 0.0574 1.8649 5.5585 -0.033
C -0.6336 2.6003 6.5084 -0.085
C -1.7732 3.3081 6.1486 -0.094
C -2.2214 3.2766 4.8356 -0.080
C -1.5353 2.5353 3.8851 -0.029
H 2.8812 -0.4574 -2.4648 0.094
H 4.9704 0.7698 -2.9786 0.099
H 6.2280 1.8997 -1.1548 0.097
H 5.4082 1.7447 1.1611 0.110
H 3.8599 1.0068 2.8058 0.124
H 0.9460 1.3089 5.8246 0.103
H -0.2840 2.6218 7.5329 0.099
H -2.3106 3.8838 6.8916 0.099
H -3.1067 3.8309 4.5509 0.101
H -1.8707 2.4970 2.8572 0.115
C -3.5009 -1.0516 3.1806 -0.044
C -2.6891 -2.2809 2.7612 -0.375
C -3.5032 -3.5674 2.8981 -0.058
C -1.3965 -2.3353 3.5576 -0.134
C -1.4644 -2.4623 4.9401 -0.023
C -0.3238 -2.4043 5.7143 -0.051
C 0.8993 -2.1519 5.1172 -0.025
C 1.0267 -1.9990 3.7408 -0.086
C 2.3803 -1.5829 3.1515 -0.387
C 2.9067 -2.5262 2.0743 -0.003
C 3.4598 -1.4046 4.2121 -0.041
C -0.1377 -2.1658 2.9673 -0.147
N -0.1030 -2.1107 1.5389 0.055
C -0.2641 -3.2135 0.9094 -0.063
C -0.4428 -3.2264 -0.5115 -0.216
C -0.5345 -4.3862 -1.3544 0.003
C -0.7415 -3.9065 -2.6018 0.027
C -0.7702 -2.4462 -2.4914 -0.169
N -0.5975 -2.0792 -1.2241 0.106
C -0.9716 -1.4805 -3.6198 -0.531
C -1.2216 -2.2234 -4.9342 -0.059
C 0.3000 -0.6285 -3.7629 -0.028
C -2.1855 -0.5941 -3.3021 -0.030
H -4.3954 -0.9600 2.5616 0.083
H -2.9060 -0.1432 3.0714 0.072
H -3.8195 -1.1256 4.2225 0.081
H -2.4507 -2.1540 1.7054 0.112
H -3.7937 -3.7439 3.9355 0.076
H -2.9353 -4.4373 2.5606 0.075
H -4.4161 -3.5042 2.3036 0.081
H -2.4296 -2.5956 5.4129 0.115
H -0.3856 -2.5137 6.7890 0.108
H 1.7660 -2.0481 5.7503 0.102
H 1.5473 -0.3468 1.6945 0.092
H 2.9404 -3.5341 2.4899 0.102
H 3.9196 -2.2365 1.7911 0.096
H 2.3005 -2.5178 1.1720 0.059
H 3.6397 -2.3556 4.7124 0.097
H 3.1888 -0.6490 4.9459 0.085
H 4.3891 -1.1070 3.7286 0.086
H -0.3011 -4.1636 1.4442 0.153
H -0.4489 -5.4116 -1.0316 0.114
H -0.8586 -4.4669 -3.5139 0.110
H -0.3814 -2.8680 -5.2004 0.085
H -1.3464 -1.4946 -5.7356 0.091
H -2.1290 -2.8301 -4.8906 0.088
H 1.1436 -1.2569 -4.0589 0.089
H 0.5458 -0.1160 -2.8359 0.046
H 0.1409 0.1223 -4.5405 0.097
H -3.0903 -1.1989 -3.2060 0.090
H -2.3305 0.1147 -4.1204 0.092
H -2.0321 -0.0254 -2.3869 0.042
C -1.4176 4.4784 -9.5401 -0.081
C -1.3624 4.0168 -8.1051 -0.751
O -1.5127 2.8773 -7.7627 0.034
S -1.0206 5.3597 -6.9688 1.004
C -0.9049 4.4708 -5.4431 -0.551
C -2.0588 4.0861 -4.7698 -0.092
C -1.9654 3.3711 -3.5904 -0.031
C -0.7149 3.0323 -3.0601 -0.260
C 0.4391 3.4454 -3.7354 -0.027
C 0.3434 4.1553 -4.9189 -0.092
C -0.6133 2.2180 -1.8929 -0.168
C -0.5268 1.3934 -1.0019 -0.125
H -2.1150 3.8489 -10.0888 0.085
H -0.4241 4.3598 -9.9746 0.088
H -1.7046 5.5258 -9.6188 0.065
H -3.0275 4.3379 -5.1815 0.109
H -2.8593 3.0554 -3.0691 0.116
H 1.4068 3.1848 -3.3268 0.117
H 1.2379 4.4583 -5.4477 0.104
```